Record 1
123
Properties=species:S:1:pos:R:3:lowdin_charge:R:1 method="wB97M-V/def2-TZVPD" molar_mass_g_mol=749.8 e_homo_ev=-16.0 lumo_ha=-0.2262 charge=+3 energy_ev=-74615.124 multiplicity=1
B 0.17 -0.29 0.62 -0.4460
H -0.39 0.06 1.60 -0.0645
H -0.61 -0.20 -0.26 -0.0693
H 1.19 0.28 0.43 -0.0448
H 0.39 -1.45 0.70 -0.0256
C -3.78 2.35 6.92 -0.0536
C -2.38 2.87 6.59 -0.1333
N -1.68 2.00 5.64 -0.0370
C -0.97 2.49 4.57 -0.0107
C -0.37 1.44 3.94 -0.0212
N -0.70 0.31 4.67 -0.0724
C -1.42 0.69 5.73 -0.0058
C -0.29 -1.03 4.31 0.0238
H -3.75 1.27 7.07 0.0734
H -4.53 2.56 6.15 0.0714
H -4.19 2.77 7.83 0.0948
H -1.79 2.94 7.50 0.1385
H -2.50 3.83 6.10 0.1279
H -1.04 3.52 4.28 0.1392
H 0.22 1.42 3.04 0.1104
H -1.76 0.04 6.51 0.1763
H 0.11 -1.04 3.29 0.0666
H -1.15 -1.70 4.33 0.1028
H 0.50 -1.35 4.98 0.1108
C -3.94 4.87 -3.53 -0.0556
C -2.44 5.03 -3.76 -0.1274
N -1.71 4.11 -2.85 -0.0317
C -1.79 2.73 -2.74 0.0197
C -0.90 2.31 -1.81 0.0048
N -0.27 3.44 -1.34 -0.0758
C -0.78 4.49 -1.98 -0.0205
C 0.68 3.57 -0.25 0.0180
H -4.54 5.37 -4.28 0.0933
H -4.26 5.25 -2.56 0.0845
H -4.22 3.81 -3.56 0.0737
H -2.17 6.01 -3.38 0.1241
H -2.11 4.90 -4.78 0.1365
H -2.49 2.18 -3.36 0.1417
H -0.69 1.31 -1.48 0.0910
H -0.49 5.51 -1.76 0.1708
H 0.81 4.61 0.04 0.1021
H 1.67 3.17 -0.44 0.0943
H 0.25 3.02 0.59 0.0906
C 3.36 -1.64 -6.25 -0.0483
C 3.78 -2.47 -5.03 -0.1451
N 2.78 -2.33 -3.96 -0.0534
C 2.45 -1.17 -3.31 -0.0238
C 1.42 -1.46 -2.45 0.0050
N 1.20 -2.80 -2.56 -0.0518
C 2.07 -3.32 -3.44 0.0038
C 0.26 -3.64 -1.82 0.0305
H 2.28 -1.69 -6.38 0.0912
H 3.82 -2.05 -7.15 0.0907
H 3.68 -0.59 -6.25 0.0797
H 4.76 -2.12 -4.70 0.1024
H 3.83 -3.52 -5.28 0.1324
H 2.96 -0.27 -3.60 0.1326
H 0.89 -0.86 -1.74 0.0911
H 2.06 -4.34 -3.80 0.1788
H -0.11 -3.18 -0.92 0.0832
H 0.71 -4.62 -1.66 0.1065
H -0.54 -3.89 -2.51 0.0971
C 7.32 -2.50 -2.83 -0.0616
C 6.17 -1.65 -2.23 -0.2494
C 6.50 -1.09 -0.86 -0.1082
N 5.26 -0.69 -0.08 -0.2460
C 4.55 0.43 -0.79 0.0198
C 5.63 -0.18 1.30 -0.0875
C 4.90 -1.09 2.29 -0.1389
C 3.67 -1.52 1.51 -0.1539
C 4.27 -1.85 0.15 -0.0713
H 8.15 -1.84 -3.08 0.0902
H 6.93 -3.06 -3.67 0.0744
H 7.73 -3.18 -2.08 0.0846
H 5.28 -2.29 -2.16 0.0948
H 5.91 -0.91 -2.98 0.1057
H 7.12 -0.20 -0.93 0.1484
H 6.94 -1.90 -0.28 0.1426
H 5.29 1.21 -0.96 0.1212
H 3.67 0.75 -0.25 0.0982
H 4.28 0.08 -1.78 0.0654
H 5.24 0.82 1.50 0.1350
H 6.70 -0.25 1.45 0.1382
H 4.66 -0.61 3.23 0.1273
H 5.55 -1.95 2.48 0.1281
H 2.85 -0.81 1.37 0.0760
H 3.23 -2.39 2.00 0.1324
H 3.61 -1.97 -0.70 0.1126
H 4.91 -2.71 0.35 0.1431
C -2.92 -3.71 0.95 -0.0847
C -2.82 -2.22 1.16 -0.2231
C -4.17 -1.55 1.23 -0.1032
N -4.09 -0.05 1.29 -0.2328
C -3.48 0.57 0.08 0.0092
C -5.50 0.53 1.38 -0.0862
C -5.29 1.95 1.87 -0.1481
C -4.07 1.92 2.75 -0.1389
C -3.46 0.51 2.55 -0.0962
H -1.94 -4.19 0.84 0.0749
H -3.53 -4.05 0.11 0.0808
H -3.35 -4.22 1.82 0.0834
H -2.10 -1.78 0.47 0.0711
H -2.36 -2.05 2.14 0.0973
H -4.69 -1.86 2.14 0.1405
H -4.87 -1.76 0.42 0.1369
H -4.13 0.40 -0.78 0.1035
H -2.53 0.10 -0.14 0.0465
H -3.40 1.65 0.16 0.1058
H -5.93 0.43 0.38 0.1436
H -6.09 -0.14 2.00 0.1436
H -5.32 2.65 1.03 0.1208
H -6.21 2.25 2.39 0.1297
H -3.30 2.63 2.48 0.1082
H -4.29 2.11 3.80 0.0970
H -2.38 0.55 2.41 0.0920
H -3.62 -0.09 3.45 0.1362
P -3.15 -1.83 -2.97 0.1676
F -4.32 -1.49 -1.91 -0.1600
F -2.10 -0.97 -2.07 -0.1928
F -2.76 -3.17 -2.14 -0.1644
F -1.95 -2.14 -4.01 -0.1654
F -4.17 -2.69 -3.88 -0.1353
F -3.55 -0.51 -3.84 -0.1671


Record 2
9
Properties=species:S:1:pos:R:3:lowdin_charge:R:1 method="wB97M-V/def2-TZVPD" molar_mass_g_mol=84.1 e_homo_ev=-8.8 lumo_ha=-0.0060 smiles="C#CCC=S" charge=0 energy_ev=-15044.729 multiplicity=1 de_lowest_kj_mol=284.7
C -1.10 -0.14 -0.24 -0.7059
C 0.03 -0.82 -1.12 -0.2545
C 1.31 -0.44 -0.58 -0.2262
C 2.42 -0.29 -0.17 0.1250
H -2.01 -0.22 -0.85 0.0392
H -0.26 -1.92 -0.85 0.1458
H -0.05 -0.76 -2.26 0.1406
H 3.38 -0.09 0.19 0.0175
S -1.06 0.82 1.02 0.7185


Record 3
94
Properties=species:S:1:pos:R:3:lowdin_charge:R:1 method="wB97M-V/def2-TZVPD" molar_mass_g_mol=1141.0 e_homo_ev=-2.6 lumo_ha=0.1233 charge=-2 energy_ev=-150707.639 multiplicity=1 de_lowest_kj_mol=2.8
Rb 0.28 0.04 -0.04 0.7857
O 5.10 -0.70 -0.70 -0.1225
C 5.82 0.08 0.03 -0.3831
C 7.24 0.12 -0.10 -0.0442
C 8.02 0.95 0.67 -0.1450
C 7.46 1.80 1.63 -0.1504
C 6.08 1.77 1.78 -0.0776
C 5.26 0.95 1.02 -0.1114
C 3.76 0.98 1.27 -0.3563
O 3.13 -0.21 0.85 -0.1099
N 3.19 2.17 0.67 0.0104
N 2.00 2.57 1.14 0.0032
C 1.31 3.40 0.46 -0.2494
C 0.01 3.89 0.91 -0.6202
Br -0.59 3.22 2.58 0.7987
C -0.69 4.74 0.16 -0.1365
C -2.02 5.34 0.34 -0.2353
C -2.23 6.62 -0.16 -0.0511
C -3.47 7.24 -0.05 -0.1013
C -4.53 6.58 0.55 -0.1113
C -4.33 5.29 1.03 -0.0877
C -3.10 4.67 0.93 -0.0572
H 3.75 -0.60 0.16 0.0359
H 7.68 -0.54 -0.84 0.0937
H 9.10 0.94 0.54 0.0816
H 8.07 2.45 2.24 0.0726
H 5.60 2.42 2.51 0.1047
H 3.57 1.10 2.34 0.1435
H 3.39 2.34 -0.31 0.1417
H 1.63 3.74 -0.53 0.1249
H -0.19 5.02 -0.76 0.0806
H -1.41 7.13 -0.65 0.1110
H -3.60 8.24 -0.45 0.0932
H -5.50 7.05 0.63 0.0903
H -5.16 4.75 1.48 0.0987
H -2.97 3.66 1.28 0.0747
I 2.07 2.15 -7.97 0.7451
C 1.52 2.05 -5.95 -0.7727
C 0.46 2.82 -5.49 -0.2711
C 0.12 2.74 -4.15 -0.6353
I -1.49 3.89 -3.46 0.8989
C 0.78 1.92 -3.19 -0.5030
O 0.46 1.86 -1.97 -0.2792
C 1.87 1.14 -3.74 -0.1492
C 2.64 0.22 -2.83 -0.1765
N 1.90 -1.03 -2.54 -0.0580
C 2.77 -2.16 -2.29 -0.1715
C 2.22 -3.17 -1.30 -0.2517
C 2.83 -4.42 -1.19 -0.0364
C 2.36 -5.32 -0.25 -0.0894
C 1.29 -4.96 0.55 -0.0750
C 0.74 -3.70 0.37 -0.1195
N 1.20 -2.83 -0.53 0.0850
C 2.21 1.22 -5.08 -0.1371
H -0.09 3.47 -6.15 0.0658
H 2.85 0.71 -1.88 0.0945
H 3.61 0.00 -3.29 0.1178
H 1.25 -1.21 -3.29 0.1157
H 3.71 -1.79 -1.87 0.0953
H 3.04 -2.70 -3.21 0.1214
H 3.68 -4.67 -1.83 0.1078
H 2.83 -6.30 -0.14 0.0953
H 0.89 -5.63 1.30 0.0933
H -0.09 -3.36 0.98 0.0919
H 3.04 0.62 -5.44 0.0935
N -8.52 -6.02 3.77 0.1264
C -7.63 -5.40 3.40 -0.1974
C -6.51 -4.62 2.93 -0.2473
C -5.35 -5.26 2.50 -0.0271
C -4.28 -4.50 2.06 -0.0056
C -4.35 -3.11 2.03 -0.1974
C -5.52 -2.48 2.45 -0.0051
C -6.60 -3.23 2.90 -0.0273
C -3.19 -2.30 1.54 -0.0665
C -2.18 -2.10 2.50 -0.2934
C -2.20 -2.60 3.84 -0.0632
C -1.03 -2.17 4.43 -0.1048
C -0.35 -1.43 3.41 -0.1904
N -1.01 -1.39 2.28 0.0098
C -3.28 -1.87 0.22 -0.2794
C -4.37 -2.14 -0.67 -0.0585
C -4.05 -1.54 -1.86 -0.0976
C -2.77 -0.93 -1.65 -0.1837
N -2.31 -1.12 -0.43 -0.0066
H -5.29 -6.34 2.53 0.1133
H -3.36 -4.98 1.73 0.1286
H -5.57 -1.40 2.42 0.1299
H -7.50 -2.74 3.23 0.1133
H -2.98 -3.18 4.30 0.0932
H -0.69 -2.35 5.44 0.0736
H 0.62 -0.95 3.51 0.1009
H -5.26 -2.71 -0.45 0.0946
H -4.63 -1.52 -2.77 0.0768
H -2.20 -0.35 -2.37 0.1001


Record 4
15
Properties=species:S:1:pos:R:3:lowdin_charge:R:1 method="wB97M-V/def2-TZVPD" molar_mass_g_mol=91.1 e_homo_ev=-9.9 lumo_ha=0.0280 smiles="CC(N)=O.CO" charge=0 energy_ev=-8841.606 multiplicity=1 de_lowest_kj_mol=130.2
C -0.63 -1.96 -0.34 -0.0037
C -0.38 -0.65 -1.18 -0.5764
O -0.81 0.46 -1.01 0.0573
N 0.47 -0.96 -2.23 0.1235
H -1.52 -2.28 -0.93 0.0940
H -0.94 -1.89 0.69 0.0629
H 0.40 -0.29 -2.98 0.1013
H 0.63 -1.91 -2.53 0.0888
H 0.16 -2.68 -0.42 0.0577
C 0.60 1.76 2.03 -0.1599
O -0.21 2.85 1.60 -0.1326
H 0.02 3.13 0.70 0.0712
H 0.29 0.78 1.65 0.0599
H 1.65 2.02 1.88 0.0811
H 0.27 1.65 3.07 0.0747


Record 5
69
Properties=species:S:1:pos:R:3:lowdin_charge:R:1 method="wB97M-V/def2-TZVPD" molar_mass_g_mol=632.5 e_homo_ev="-7.4 / -8.4" lumo_ha="-0.1126 / -0.0938" charge=+1 energy_ev=-85229.646 multiplicity=1 de_lowest_kj_mol=68.8
C 1.07 -4.21 2.83 -0.0778
C 1.21 -3.64 1.56 -0.2307
C 0.04 -3.78 0.68 -0.2286
C -1.26 -3.94 1.28 -0.1914
C -1.35 -4.04 2.69 -0.0521
C -0.21 -4.44 3.38 -0.1007
C -2.40 -3.69 0.48 -0.0133
C -2.20 -3.37 -0.89 -0.1917
C -0.83 -3.32 -1.39 -0.2184
C -0.59 -2.61 -2.66 -0.2341
C -1.66 -2.59 -3.56 -0.0965
C -2.98 -2.78 -3.10 -0.1005
C -3.24 -2.90 -1.72 -0.0532
H 1.94 -4.33 3.49 0.1117
H -2.36 -4.03 3.12 0.1154
H -0.32 -4.96 4.33 0.1013
H -3.05 -2.95 0.94 0.1160
H -1.51 -2.31 -4.61 0.1096
H -3.81 -2.81 -3.80 0.0998
H -4.25 -2.87 -1.30 0.1157
N 0.16 -3.90 -0.67 0.1197
Lu -0.37 0.13 0.46 1.1777
C 2.40 -2.72 1.27 -0.2861
H 2.86 -2.92 0.30 0.0799
H 3.14 -2.83 2.08 0.0877
C 0.62 -1.71 -2.91 -0.2827
H 1.53 -2.06 -2.39 0.0943
H 0.82 -1.70 -3.99 0.0946
P 2.03 -0.86 1.30 0.7757
P 0.37 0.02 -2.54 0.8083
C -0.25 0.95 -3.98 -0.2142
H -0.27 2.04 -3.81 0.0629
H 0.39 0.74 -4.86 0.0679
H -1.28 0.63 -4.20 0.0602
C 1.95 0.85 -2.09 -0.2404
H 2.43 1.22 -3.03 0.0624
H 1.84 1.72 -1.40 0.0336
H 2.64 0.12 -1.63 0.0295
C 1.91 -0.47 3.10 -0.2711
H 2.90 -0.62 3.57 0.0517
H 1.61 0.57 3.26 0.0245
H 1.18 -1.13 3.58 0.0486
C 3.76 -0.19 1.05 -0.2647
H 3.73 0.91 1.03 0.0284
H 4.39 -0.53 1.90 0.0554
H 4.18 -0.57 0.10 0.0440
H -1.83 0.65 1.24 -0.1302
H -0.76 0.39 -1.65 -0.0807
C 1.87 3.36 1.43 -0.0079
N 0.65 4.06 1.01 -0.0599
C 0.50 5.49 1.15 -0.1348
C -0.61 5.94 0.25 -0.1488
C -1.86 5.16 0.51 -0.1281
N -1.59 3.73 0.42 -0.0473
C -2.65 2.78 0.18 -0.0545
C -0.39 3.28 0.75 -0.4184
O -0.18 2.00 0.83 -0.3210
H 2.27 2.76 0.58 0.0762
H 1.62 2.68 2.26 0.0891
H 2.63 4.09 1.75 0.1123
H 0.30 5.76 2.19 0.1431
H 1.44 5.97 0.88 0.1332
H -0.31 5.79 -0.80 0.1324
H -0.78 7.01 0.35 0.1344
H -2.63 5.42 -0.20 0.1307
H -2.28 5.41 1.49 0.1416
H -2.80 2.16 1.07 0.0406
H -3.58 3.32 -0.01 0.1003
H -2.43 2.13 -0.68 0.0692


Record 6
38
Properties=species:S:1:pos:R:3:lowdin_charge:R:1 method="wB97M-V/def2-TZVPD" molar_mass_g_mol=339.4 e_homo_ev=-10.5 lumo_ha=-0.1058 charge=+1 energy_ev=-46337.469 multiplicity=1 de_lowest_kj_mol=93.4
Ca -0.32 -1.05 -0.01 1.5211
C 0.08 5.93 -0.24 -0.0646
O 1.38 5.37 -0.32 -0.0534
C 1.53 4.04 -0.27 -0.2647
C 2.88 3.59 -0.28 0.0040
C 3.16 2.27 -0.14 -0.0204
C 2.13 1.29 -0.01 -0.1091
C 2.47 -0.06 0.30 -0.3583
C 3.90 -0.41 0.65 -0.0019
O 1.63 -1.00 0.36 -0.2129
C 0.76 1.72 -0.14 -0.3347
O -0.23 0.90 -0.16 -0.2855
C 0.51 3.11 -0.21 0.0567
H 0.23 7.01 -0.27 0.0982
H -0.41 5.66 0.70 0.1010
H -0.54 5.63 -1.09 0.0986
H 3.66 4.32 -0.41 0.1218
H 4.19 1.95 -0.14 0.1113
H 4.27 0.23 1.44 0.0962
H 4.54 -0.28 -0.22 0.0954
H 3.94 -1.45 0.97 0.0877
H -0.52 3.42 -0.27 0.1136
N -4.21 -2.79 -0.02 0.1332
C -4.74 -1.53 -0.01 -0.0467
C -3.68 -0.67 0.01 -0.0918
N -2.53 -1.37 0.01 -0.0454
C -2.86 -2.66 -0.01 -0.2677
C -1.84 -3.66 -0.03 -0.2689
N -0.56 -3.32 -0.05 -0.0314
C 0.16 -4.46 -0.04 -0.0950
C -0.70 -5.53 -0.02 -0.0483
N -1.96 -5.01 -0.01 0.1322
H -4.74 -3.64 -0.03 0.1710
H -5.80 -1.37 -0.02 0.1233
H -3.66 0.41 0.01 0.1213
H 1.23 -4.43 -0.05 0.1194
H -0.52 -6.59 0.00 0.1234
H -2.81 -5.56 0.01 0.1713


Record 7
17
Properties=species:S:1:pos:R:3:mulliken_spin:R:1 method="wB97M-V/def2-TZVPD" molar_mass_g_mol=328.6 e_homo_ev="-8.0 / -8.0" s2=9.3975 lumo_ha="-0.0713 / -0.0705" charge=0 energy_ev=-41082.862 multiplicity=6
Dy 1.33 1.01 -1.30 5.0593
O 3.01 -1.54 1.21 -0.0003
C 2.38 -0.73 0.43 0.0138
O 2.95 0.02 -0.48 0.0251
C 0.81 -0.70 0.64 -0.0492
C -0.02 -1.37 1.49 0.0258
C -1.42 -1.08 1.40 -0.0101
C -1.96 -0.14 0.46 0.0264
C -1.08 0.49 -0.37 -0.0488
N 0.17 0.12 -0.16 -0.1543
C -1.28 1.57 -1.51 0.0164
O -2.50 1.92 -1.71 -0.0006
O -0.26 2.05 -2.19 0.0246
H 0.37 -2.08 2.20 -0.0004
H -2.11 -1.60 2.06 0.0000
H -3.02 0.07 0.39 -0.0004
H 2.62 1.99 -2.56 0.0727


Record 8
16
Properties=species:S:1:pos:R:3:lowdin_charge:R:1 method="wB97M-V/def2-TZVPD" molar_mass_g_mol=170.0 e_homo_ev=-5.5 lumo_ha=0.1269 charge=-1 energy_ev=-80445.917 multiplicity=1 de_lowest_kj_mol=21.1
Br 0.46 -1.15 0.05 0.0213
O 2.70 -0.28 2.50 -0.1027
H 2.48 0.43 3.11 0.0176
H 1.98 -0.29 1.88 -0.1163
O -2.06 0.45 1.84 -0.0981
H -2.00 1.40 1.70 0.0127
H -1.41 0.08 1.24 -0.1065
O 0.04 0.14 -2.88 -0.1235
H -0.16 1.08 -2.81 0.0079
H -0.03 -0.19 -1.98 -0.1599
O -2.56 -2.20 -1.26 -0.1030
H -1.80 -2.23 -0.67 -0.0877
H -2.28 -2.67 -2.04 0.0182
O 1.82 1.98 -0.01 -0.0993
H 1.72 1.05 -0.18 -0.0915
H 1.11 2.39 -0.49 0.0110